# 1
DFT (ωB97M-V/def2-TZVPD) results for a molecular structure, C37H73AsCsN8OPSeSi3 at a distorted geometry.

XYZ file:
```
126
Properties=species:S:1:pos:R:3:forces:R:3:lowdin_charge:R:1
Cs -0.49319 0.25137 -0.55039 0.10 0.44 -0.30 0.3785
N 4.51302 1.02359 -0.96768 0.00 -0.04 0.01 0.0215
C 3.32686 0.60322 -1.44007 0.04 -0.06 -0.02 -0.1689
N 2.51537 1.62148 -1.55498 -0.27 0.06 -0.05 0.1394
C 3.25678 2.66311 -1.11240 0.11 0.01 0.14 -0.3301
N 4.48880 2.35050 -0.74508 -0.05 -0.08 -0.03 0.1108
C 2.73057 4.02901 -0.96604 0.02 0.06 0.01 -0.1970
C 3.53756 5.05255 -0.45621 -0.04 -0.08 -0.03 -0.0838
N 3.08444 6.28416 -0.27803 0.00 0.02 0.00 0.0669
C 1.81037 6.49173 -0.60813 -0.04 0.01 -0.01 -0.1417
C 1.01341 5.48240 -1.12047 0.00 0.01 0.00 -0.1156
N 1.46617 4.24837 -1.30527 0.00 0.03 0.01 0.1612
H 5.31896 0.47202 -0.73478 0.05 0.01 0.03 0.1370
H 3.09004 -0.42825 -1.66060 0.01 0.03 -0.01 0.0622
H 4.56600 4.84306 -0.19001 -0.01 0.02 0.01 0.1042
H 1.41003 7.48832 -0.45947 0.04 0.01 0.01 0.0947
H -0.01979 5.67446 -1.39019 0.01 -0.03 0.00 0.0893
C -1.31268 -4.69930 -2.73492 0.05 -0.11 0.04 -0.2631
Si -0.30401 -4.38389 -1.20294 0.13 0.15 0.01 0.2455
C -1.35146 -3.64832 0.15615 -0.06 -0.04 0.01 -0.2339
C 0.37909 -6.06191 -0.63175 -0.05 0.04 0.05 -0.2347
As 1.48250 -2.82844 -1.52375 -0.15 -0.11 -0.12 0.7706
Si 2.14637 -3.36829 -3.71203 0.00 -0.01 0.13 0.2389
C 2.45464 -5.21504 -3.98289 0.00 0.03 -0.04 -0.2190
C 0.88074 -2.76738 -4.93344 0.03 -0.03 -0.06 -0.2468
C 3.78191 -2.47585 -4.04671 -0.01 -0.04 -0.05 -0.2314
Si 3.18193 -3.70416 -0.15068 -0.13 0.03 -0.07 0.2441
C 2.51117 -3.65461 1.60338 0.03 -0.08 0.02 -0.2218
C 3.93092 -5.41271 -0.45122 0.10 0.04 0.08 -0.2227
C 4.63863 -2.49323 -0.13824 0.01 -0.03 -0.02 -0.2351
H -2.23336 -5.20562 -2.41921 0.03 -0.02 -0.03 0.0295
H -0.80087 -5.33558 -3.46320 0.01 0.01 0.01 0.0095
H -1.59857 -3.73334 -3.17438 -0.02 0.04 -0.01 -0.1092
H -2.09052 -4.37625 0.50908 0.00 0.03 0.00 0.0271
H -1.88080 -2.79701 -0.28850 0.01 -0.01 0.01 -0.0229
H -0.76250 -3.30951 1.01282 0.02 -0.01 -0.02 0.0086
H -0.45811 -6.76742 -0.58419 0.03 0.00 0.01 0.0213
H 0.83575 -6.01859 0.35981 0.01 0.01 -0.01 0.0026
H 1.11780 -6.45879 -1.33179 -0.04 0.00 -0.03 0.0065
H 1.50449 -5.75375 -4.01000 0.00 0.01 0.01 0.0120
H 3.06858 -5.66204 -3.20005 0.01 0.02 -0.02 -0.0068
H 2.95750 -5.36756 -4.94443 -0.03 -0.02 0.01 0.0204
H -0.01701 -3.38808 -4.93448 0.06 -0.03 0.00 0.0113
H 1.32217 -2.77234 -5.93865 -0.05 0.02 0.00 0.0240
H 0.51022 -1.76938 -4.68021 0.03 0.02 0.03 -0.0258
H 4.55121 -2.69866 -3.30370 -0.02 -0.03 0.00 -0.0014
H 3.62961 -1.39357 -4.07196 -0.01 -0.02 0.03 0.0201
H 4.16231 -2.78097 -5.02762 0.01 0.03 0.02 0.0203
H 1.74766 -4.41590 1.77705 -0.01 0.00 -0.01 0.0186
H 2.05374 -2.68405 1.80507 0.03 0.02 -0.01 0.0079
H 3.31671 -3.80964 2.32952 -0.03 0.00 0.00 0.0318
H 3.20475 -6.20853 -0.28205 0.00 0.02 -0.02 0.0065
H 4.75861 -5.54506 0.25589 -0.03 -0.06 -0.02 0.0208
H 4.33287 -5.52554 -1.45948 0.01 0.04 0.01 0.0057
H 4.28943 -1.51447 0.19772 -0.02 0.00 0.03 0.0057
H 5.11329 -2.38688 -1.11729 0.00 0.01 0.02 0.0070
H 5.39152 -2.84323 0.57583 0.01 0.02 -0.03 0.0255
Se -1.90380 -1.14821 -2.94946 -0.37 -0.60 -0.69 -0.5224
C -3.61961 1.37016 -5.13791 0.02 -0.01 -0.05 -0.0973
C -4.49245 0.75454 -4.06312 -0.03 -0.03 0.07 -0.2807
N -5.73148 1.51270 -3.81780 -0.11 0.06 -0.03 -0.0509
C -6.90224 1.10873 -4.58182 0.04 0.03 -0.01 -0.2159
C -7.67251 -0.00024 -3.87835 -0.01 -0.03 0.03 -0.0776
C -5.82310 2.60461 -3.04057 -0.09 -0.03 0.03 -0.4315
O -6.84034 3.30169 -2.95823 0.09 -0.04 -0.03 0.0166
C -4.61611 2.99062 -2.23116 0.04 0.08 -0.05 -0.1192
C -4.02668 4.22751 -2.44996 0.01 -0.04 0.07 -0.0166
C -2.96625 4.61756 -1.64832 -0.01 -0.04 0.01 -0.0646
C -2.55903 3.76556 -0.63105 0.00 0.05 0.00 -0.1531
N -3.13294 2.59173 -0.39419 0.06 -0.12 0.03 0.0688
C -4.12199 2.20503 -1.19446 -0.01 -0.04 -0.05 -0.0786
H -2.71717 0.75790 -5.20353 -0.02 0.01 0.00 0.0218
H -3.32777 2.38821 -4.86466 0.01 0.00 0.01 0.0644
H -4.12301 1.40333 -6.11081 0.00 0.01 0.01 0.0601
H -3.90298 0.59888 -3.15806 0.00 0.05 -0.05 -0.0230
H -4.78487 -0.25714 -4.34387 0.03 0.00 0.00 0.0942
H -6.55444 0.77168 -5.56115 0.00 -0.02 0.01 0.1143
H -7.53785 1.98057 -4.72371 -0.01 0.02 0.00 0.1055
H -7.02356 -0.85464 -3.67818 0.00 0.01 -0.01 0.0733
H -8.51294 -0.34098 -4.48863 0.01 0.01 -0.01 0.0636
H -8.06266 0.36295 -2.92636 0.01 0.00 -0.01 0.0729
H -4.40250 4.86659 -3.23948 0.00 0.01 0.00 0.1186
H -2.46667 5.56635 -1.79974 -0.02 0.00 -0.02 0.0859
H -1.73420 4.03177 0.02522 -0.02 0.00 -0.01 0.0990
H -4.53794 1.22069 -1.00198 0.02 0.03 -0.01 0.1268
C 2.95856 0.11793 4.01682 0.01 -0.03 -0.02 -0.1154
C 2.19798 1.45014 4.07108 0.05 0.00 0.02 -0.5931
C 2.39189 2.05652 5.46185 0.01 0.04 0.05 -0.1007
C 2.86930 2.34969 3.01684 0.01 -0.03 0.00 -0.1232
P 0.40946 1.09921 3.42019 0.03 -0.01 -0.15 0.7127
N 0.37946 0.84833 1.91247 0.37 0.17 1.12 -0.5453
C -0.24306 -0.39555 4.45395 -0.04 0.05 0.11 -0.5944
C -1.76667 -0.45472 4.27514 -0.02 0.03 -0.05 -0.1081
C 0.06068 -0.44462 5.95398 0.02 -0.01 0.04 -0.0982
C 0.29761 -1.66127 3.77669 -0.02 -0.03 -0.03 -0.1303
C -0.64650 2.62029 3.94456 0.02 0.04 0.09 -0.5974
C -1.93817 2.58297 3.11572 -0.01 0.00 -0.01 -0.1151
C -0.99602 2.80559 5.42455 0.00 0.00 0.02 -0.0979
C 0.10536 3.87126 3.47119 0.03 0.04 -0.05 -0.1148
H 4.03412 0.31869 4.09439 -0.01 -0.02 0.01 0.0725
H 2.76864 -0.38901 3.06815 0.02 0.02 0.00 0.0679
H 2.69439 -0.55603 4.83152 -0.02 0.01 0.00 0.0517
H 3.46551 2.11453 5.68836 0.00 0.00 -0.01 0.0764
H 1.92696 1.46273 6.25089 0.00 0.00 -0.03 0.0548
H 1.99863 3.07191 5.52909 0.00 -0.02 -0.01 0.0524
H 3.95422 2.19008 3.03265 -0.01 0.03 0.01 0.0701
H 2.69439 3.40978 3.19668 -0.03 0.00 -0.02 0.0550
H 2.48186 2.08879 2.02684 0.03 -0.01 0.01 0.0456
H -2.29109 0.30218 4.85718 0.00 0.04 0.00 0.0522
H -2.12522 -1.43357 4.61384 -0.01 0.02 0.01 0.0749
H -2.03821 -0.33814 3.22437 0.01 -0.01 0.00 0.0817
H -0.27237 0.45052 6.48213 -0.01 -0.01 -0.02 0.0550
H 1.12357 -0.58062 6.15943 -0.02 0.01 -0.02 0.0526
H -0.46278 -1.30018 6.40161 0.00 0.00 -0.02 0.0775
H 0.31550 -1.50090 2.69516 -0.03 -0.02 0.02 0.0415
H -0.35710 -2.51138 4.00223 0.03 0.00 0.01 0.0783
H 1.30106 -1.92387 4.10736 0.02 0.01 -0.02 0.0531
H -2.68083 1.89486 3.51404 0.00 -0.04 0.01 0.0578
H -1.72084 2.28430 2.08882 0.01 0.01 0.00 0.0426
H -2.39078 3.58240 3.10661 -0.01 -0.02 0.01 0.0756
H -1.68942 2.04400 5.78225 0.01 -0.01 0.00 0.0544
H -1.49015 3.77685 5.56085 -0.01 -0.01 -0.02 0.0770
H -0.11904 2.79531 6.07426 0.00 0.00 -0.03 0.0539
H 0.46607 3.73592 2.44903 -0.02 0.01 0.01 0.0711
H 0.95168 4.12582 4.10932 0.00 -0.02 0.00 0.0510
H -0.58311 4.72494 3.48644 0.02 0.00 0.00 0.0743
```
Forces are in eV/Å.

The value obtained for the frontier orbital gap is 3.0044 eV. The total charge is -2. For the energy above the lowest of the compared OMol25 structures with the same formula, charge and spin, the calculation gives 35.6 kcal per mole. The calculation puts the LUMO energy at 0.130 hartree.

***

# 2
DFT (ωB97M-V/def2-TZVPD) results for 11 unconnected molecules or ions with the total composition C37H74Br4O15 at a distorted geometry.

XYZ file:
```
130
Properties=species:S:1:pos:R:3:forces:R:3:lowdin_spin:R:1
C 23.68077 6.95693 14.61512 -0.70 0.63 -0.13 0.0106
C 23.36353 8.07948 15.58495 -1.25 -0.47 1.54 0.0401
O 22.69995 9.06018 15.29318 0.27 0.16 -0.66 0.0364
C 23.70697 7.92949 17.07652 1.06 -0.08 0.16 0.0138
H 24.71532 7.01803 14.27740 0.17 -0.30 0.26 0.0029
H 23.04281 7.07014 13.73860 -0.02 0.26 -0.07 0.0003
H 23.40135 5.99826 15.05214 0.49 -0.06 0.17 0.0024
H 23.63585 8.88598 17.59435 -0.08 0.13 -0.29 0.0021
H 24.71897 7.56142 17.24531 0.41 0.07 -0.32 0.0007
H 23.14724 7.22172 17.68796 -0.64 -0.08 -0.61 0.0059
C 19.66962 6.77711 15.46620 0.83 -1.07 1.93 0.0492
C 20.38041 6.07616 16.67375 0.07 2.38 -0.21 0.3220
O 20.79888 4.89780 16.57719 0.49 -1.74 -0.26 0.2454
C 20.50886 6.86435 17.98624 -0.25 -1.16 -1.37 0.0553
H 20.28046 7.48918 14.91128 0.19 0.00 -0.18 0.0138
H 18.81647 7.31482 15.87985 -0.52 0.24 -0.20 0.0143
H 19.36249 5.92145 14.86486 -0.24 0.23 -0.43 0.0040
H 20.93580 6.22660 18.76026 0.35 0.01 -0.12 0.0008
H 19.50903 7.09571 18.35356 -0.39 0.68 0.17 0.0177
H 21.11717 7.75057 17.80552 -0.19 0.34 0.43 0.0144
C 21.49719 11.07142 12.51241 -0.73 0.19 0.21 0.0001
C 20.01974 10.90221 12.57976 -2.37 1.14 0.33 0.0000
O 19.30850 11.61855 11.86898 0.68 -0.85 0.65 0.0001
C 19.34701 9.84871 13.47872 0.73 0.67 -0.54 0.0021
H 21.71479 12.12964 12.36778 -0.01 -0.08 -0.11 0.0000
H 21.55720 10.56269 11.55027 1.45 -0.36 0.05 0.0000
H 22.01346 10.68810 13.39254 0.23 -0.52 -0.54 0.0001
H 19.83303 9.79673 14.45298 0.02 -0.04 0.03 0.0010
H 19.48916 8.88100 12.99766 0.01 0.03 0.23 0.0003
H 18.28781 10.09040 13.56692 0.26 -0.13 -0.12 0.0002
O 18.52370 6.36188 21.00509 0.27 1.60 1.05 0.0041
C 17.84771 7.29792 21.38572 -1.72 -1.97 -0.45 0.0030
O 17.96761 7.99124 22.56561 0.68 -0.12 -0.84 0.0007
C 19.11217 7.67764 23.36690 0.65 -0.82 1.55 0.0001
C 19.04656 8.39561 24.74212 0.33 0.37 -1.18 0.0001
C 16.51034 7.61448 20.66148 0.78 0.15 0.39 0.0059
H 20.07586 7.87594 22.89776 -0.30 0.39 -0.51 0.0005
H 19.12916 6.60693 23.57034 -0.16 -0.19 -0.27 0.0001
H 18.40942 7.88150 25.46174 -0.41 0.47 -0.25 0.0000
H 18.82845 9.43551 24.49895 -0.85 0.04 0.48 0.0001
H 20.01246 8.51724 25.23236 0.34 -0.61 -0.30 0.0001
H 16.08445 6.75735 20.13990 0.56 -0.35 0.26 0.0008
H 16.73516 8.31766 19.85956 -0.24 0.46 0.24 0.0033
H 15.76239 7.94610 21.38169 0.16 0.50 -0.20 0.0005
O 21.19486 7.35838 12.11857 -0.47 -0.98 -0.84 0.0007
C 20.40140 6.68468 11.47730 -0.16 1.93 1.31 0.0008
O 20.56834 5.40136 11.17736 -0.38 -0.29 -0.34 0.0016
C 21.62991 4.63923 11.76301 0.20 -1.42 1.25 0.0003
C 21.28797 4.07165 13.18707 0.16 1.75 -1.23 0.0036
C 19.04966 7.31194 11.04111 0.07 -1.06 -0.79 0.0005
H 22.59685 5.14173 11.78781 -0.27 0.52 -0.05 0.0001
H 21.77126 3.74433 11.15698 -0.28 0.33 -0.61 0.0001
H 20.27697 3.66474 13.20696 0.19 -0.29 -0.03 0.0027
H 21.31208 4.91272 13.87998 0.07 -0.33 0.40 0.0005
H 22.06954 3.34560 13.41089 -0.25 -0.07 0.29 0.0006
H 18.40327 7.60239 11.86931 0.49 0.07 0.24 0.0001
H 18.43415 6.63199 10.45211 0.21 -0.36 -0.02 0.0002
H 19.18237 8.17586 10.38987 0.38 0.15 0.32 0.0001
O 15.91547 8.41676 12.60705 0.45 -2.29 -0.01 0.0004
C 15.65759 7.20813 12.65732 -0.13 1.98 1.33 0.0009
O 14.58421 6.72716 12.04899 -0.59 -0.79 -1.48 0.0011
C 13.74965 7.54410 11.12552 1.50 -0.69 0.41 0.0003
C 12.93503 8.46444 11.92876 -2.46 0.85 0.66 0.0002
C 16.31607 6.12478 13.58583 -0.46 0.84 -1.38 0.0046
H 13.20742 6.78531 10.56130 -0.33 0.04 0.42 0.0000
H 14.32746 8.06888 10.36470 0.58 0.04 0.38 0.0000
H 13.39862 9.31658 12.42579 0.52 -0.36 -0.21 0.0000
H 12.30868 7.95203 12.65899 0.58 -0.48 0.50 0.0001
H 12.09155 8.86127 11.36383 0.25 0.37 -0.78 0.0000
H 17.38494 6.09671 13.37408 0.00 0.15 0.37 0.0015
H 15.90532 5.13830 13.37082 -0.09 0.15 -0.05 0.0016
H 16.10839 6.36982 14.62743 0.25 0.15 -0.09 0.0022
O 25.97927 3.19264 17.49402 -0.82 0.72 -1.13 0.0001
C 25.17438 3.93596 16.93336 0.20 -0.97 3.04 0.0002
O 25.28888 4.34517 15.69547 -0.96 0.69 -0.62 0.0009
C 26.19669 3.82353 14.74063 0.46 -0.14 -0.30 0.0002
C 25.51179 4.01794 13.39828 0.01 -0.33 -0.06 0.0007
C 23.93231 4.50174 17.72522 1.36 -0.33 -1.48 0.0014
H 26.43278 2.77358 14.91374 -0.27 -0.07 0.25 0.0000
H 27.14604 4.35238 14.82514 0.00 0.20 -0.06 0.0002
H 25.28474 5.06293 13.18722 0.06 -0.06 0.10 0.0004
H 24.57900 3.45431 13.41649 -0.13 0.12 0.00 0.0002
H 26.09238 3.60314 12.57429 0.23 0.08 0.06 0.0000
H 23.43151 3.65860 18.20104 0.04 0.23 -0.02 0.0000
H 23.25576 5.04330 17.06408 -0.16 -0.24 0.17 0.0001
H 24.33262 5.17739 18.48110 -0.04 -0.10 0.10 0.0010
O 20.24528 1.45948 19.71809 -0.54 -0.02 0.35 0.0007
C 21.40616 1.75566 19.60763 -0.78 0.89 0.40 0.0006
O 21.93065 2.88451 20.13072 -0.15 0.19 0.28 0.0006
C 21.14060 3.87260 20.93602 -0.30 -0.60 -0.41 0.0005
C 21.93931 4.19298 22.14234 1.25 0.46 1.05 0.0006
C 22.32442 0.87285 18.82312 0.33 0.08 -0.88 0.0006
H 20.16875 3.52873 21.29009 0.02 -0.65 -0.64 0.0002
H 20.94268 4.76722 20.34561 0.26 -0.31 -0.38 0.0007
H 21.56969 5.05512 22.69749 -0.48 0.10 -0.25 0.0002
H 22.96771 4.46934 21.90972 0.10 -0.14 -0.24 0.0005
H 21.98714 3.39198 22.88005 -0.07 -0.29 -0.20 0.0001
H 22.89643 0.17950 19.43970 0.07 0.26 0.09 0.0000
H 22.96936 1.42972 18.14337 0.35 0.15 0.45 0.0000
H 21.70015 0.29100 18.14501 -0.16 -0.12 0.32 0.0004
O 13.89346 12.43657 16.00135 1.55 -0.39 0.50 0.0001
C 13.70571 11.32255 15.59157 0.31 0.89 -2.14 0.0003
O 14.63294 10.43669 15.00324 -1.49 0.76 1.12 0.0014
C 16.00352 10.83415 14.87257 0.92 0.95 1.50 0.0003
C 16.85660 10.61903 16.15888 0.29 0.11 -0.31 0.0034
C 12.28497 10.91558 15.32523 0.56 -1.15 0.26 0.0002
H 16.03091 11.89376 14.61845 -0.10 0.03 -0.11 0.0001
H 16.48268 10.26763 14.07409 -0.77 -0.10 -0.01 0.0001
H 17.27018 9.61074 16.17911 -0.31 -0.15 0.29 0.0049
H 16.44111 10.90989 17.12369 -0.80 -0.39 -0.18 0.0002
H 17.73723 11.26098 16.18098 0.19 0.17 -0.71 0.0001
H 11.54960 11.67988 15.57658 0.48 0.03 0.11 0.0000
H 12.16231 10.04236 15.96597 -0.66 -0.37 -0.44 0.0003
H 12.24755 10.68516 14.26052 -0.32 -0.41 0.15 0.0000
Br 17.43181 4.70523 17.23564 -0.12 -0.96 -0.37 0.0101
C 17.79145 2.76994 16.92181 0.37 0.87 -0.52 0.0080
C 17.55350 1.95356 18.15326 -0.20 0.66 -0.57 0.0023
Br 15.63778 2.03485 18.64810 0.49 -0.34 -0.03 0.0017
H 18.83136 2.75282 16.59562 0.32 0.16 0.59 0.0043
H 17.28748 2.36017 16.04648 -0.71 0.51 0.17 0.0023
H 18.12334 2.36438 18.98669 -0.13 -0.57 -0.02 0.0004
H 17.80824 0.94500 17.82767 -0.12 -0.19 0.83 0.0004
Br 22.78270 13.14364 17.21766 -0.81 -0.85 0.09 0.0028
C 21.48640 11.62798 17.44341 -0.27 -0.16 0.73 0.0022
C 20.57161 11.81777 18.68455 0.93 0.92 -1.30 0.0084
Br 19.76217 10.12074 19.00553 -0.44 -0.47 0.27 0.0330
H 22.03272 10.68916 17.53416 0.41 0.37 -0.03 0.0007
H 20.87127 11.51526 16.55065 0.23 0.41 -0.07 0.0000
H 19.79497 12.53453 18.41776 0.00 -0.05 0.33 0.0003
H 21.12714 12.15783 19.55854 -0.11 -0.19 -0.08 0.0007
```
Forces are in eV/Å.

The value obtained for the frontier orbital gap (spin up / spin down) is 2.1356 / 6.8385 eV. The spin multiplicity is 2. Its expectation value of S² is 0.75. The total charge is -1. The calculation puts the LUMO energy (spin up / spin down) at 0.080 / 0.078 hartree.

***

Which of these has the lowest total charge? C37H73AsCsN8OPSeSi3

***

What is the total charge in the second record? -1

***

total charge of number 1 (C37H73AsCsN8OPSeSi3)? -2